# 1
Molecular formula: CH6OP2
Method: DFT, ωB97M-V/def2-TZVPD

Each line ends with the Mulliken charge.
CARTESIAN COORDINATES (ANGSTROEM)
C: 1.383 -1.039 0.828  -1.028
O: -2.555 0.755 1.097  -0.626
P: 1.985 0.519 -1.656  -0.039
P: 1.280 0.759 0.273  0.057
H: 0.519 -1.521 0.316  0.320
H: 1.014 -1.101 1.863  0.327
H: 2.355 -1.483 0.688  0.374
H: -1.677 0.608 1.427  0.280
H: 1.901 1.828 -1.728  0.008
H: -3.020 1.056 1.915  0.328

gap between HOMO and LUMO = 8.3 eV
HOMO = -9.206 eV
F_max = 2.9 eV/A
E_LUMO = -0.88 eV

---

# 2
Molecular formula: C4H11NO5
Method: DFT, ωB97M-V/def2-TZVPD

Each line ends with the Mulliken charge.
CARTESIAN COORDINATES (ANGSTROEM)
O: 1.916 -0.744 1.891  -0.420
C: 0.775 -0.734 1.528  0.616
N: -0.354 -0.283 2.324  -0.028
C: -1.713 -0.320 1.885  0.221
O: -2.638 0.231 2.349  -0.046
C: 0.242 -1.003 0.103  -0.668
C: 1.390 -0.852 -0.779  -0.795
O: 1.092 0.063 -1.799  -0.529
H: -0.110 0.113 3.171  0.260
H: -2.022 -1.171 1.207  0.375
H: -0.503 -0.213 -0.260  0.155
H: -0.315 -1.766 -0.076  0.834
H: 2.343 -0.539 -0.319  0.321
H: 1.673 -1.871 -1.036  0.430
H: 1.423 -0.148 -2.737  0.325
H: 0.455 1.742 -1.203  0.330
H: 0.870 2.640 -0.093  0.284
O: 0.151 2.495 -0.674  -0.643
H: -1.219 0.282 -2.324  0.307
H: -1.704 1.551 -1.541  0.350
O: -1.753 0.527 -1.616  -0.677

gap between HOMO and LUMO (spin up / spin down) = 9.1 / 4.3 eV
HOMO (spin up / spin down) = -14.588 / -14.544 eV
F_max = 7.3 eV/A
spin multiplicity = 2
E_LUMO (spin up / spin down) = -5.45 / -10.25 eV
total charge = +1

---

# 3
Molecular formula: C5H6O2P
Method: DFT, ωB97M-V/def2-TZVPD

Each line ends with the Mulliken charge.
CARTESIAN COORDINATES (ANGSTROEM)
O: -1.669 -1.141 -1.370  -0.759
C: -0.800 -0.727 -0.598  0.177
C: -0.610 -1.161 0.853  -0.281
C: 0.373 -0.136 1.485  -0.485
C: 0.956 0.604 0.284  0.492
O: 1.894 1.357 0.473  -0.724
C: 0.119 0.296 -0.838  0.088
P: 0.308 0.990 -2.431  -0.132
H: -1.591 -1.265 1.406  0.232
H: -0.101 -2.260 0.792  0.115
H: 1.127 -0.647 2.259  0.192
H: -0.063 0.530 2.231  0.185
H: 1.014 1.951 -1.904  -0.060
H: -0.959 1.610 -2.641  -0.040

gap between HOMO and LUMO = 7.5 eV
HOMO = -3.362 eV
F_max = 3.3 eV/A
E_LUMO = 4.18 eV
total charge = -1
structure (SMILES) = O=C1CCC([O-])=C1P

---

# 4
Molecular formula: C50H36F2N5O5PS2SeY
Method: DFT, ωB97M-V/def2-TZVPD

Each line ends with the Mulliken charge.
CARTESIAN COORDINATES (ANGSTROEM)
Y: -0.178 0.401 0.119  0.054
O: 1.477 -0.256 1.826  0.020
N: 1.307 -0.443 3.107  0.169
C: 1.841 -1.539 3.670  -0.203
C: 1.794 -1.754 5.025  -0.904
C: 1.160 -0.801 5.826  -0.185
C: 0.575 0.293 5.236  -0.808
C: 0.611 0.491 3.841  0.323
S: -0.118 1.793 3.045  -0.397
H: 2.308 -2.220 2.973  0.470
H: 2.216 -2.659 5.439  0.388
H: 1.117 -0.928 6.901  0.335
H: 0.051 1.036 5.819  0.425
O: 3.996 -0.889 -0.649  -0.937
C: 2.882 -1.251 -1.041  0.211
O: 1.763 -0.692 -0.852  0.439
C: 2.827 -2.501 -1.917  0.341
C: 3.981 -2.850 -2.610  -0.612
C: 3.982 -3.921 -3.485  -0.686
C: 2.823 -4.662 -3.658  -0.729
C: 1.674 -4.330 -2.959  -0.987
C: 1.652 -3.246 -2.082  0.237
P: 0.140 -2.825 -1.098  1.684
C: 0.374 -4.067 0.245  0.963
C: 1.623 -4.515 0.668  -0.787
C: 1.731 -5.463 1.678  -0.660
C: 0.594 -5.982 2.277  -0.672
C: -0.654 -5.509 1.897  -0.983
C: -0.759 -4.548 0.905  -1.027
C: -1.125 -3.733 -2.123  -0.521
C: -1.608 -5.032 -1.967  0.134
C: -2.615 -5.518 -2.789  -0.763
C: -3.161 -4.722 -3.786  -0.662
C: -2.675 -3.436 -3.971  -0.705
C: -1.670 -2.954 -3.148  -0.065
H: 4.869 -2.254 -2.443  0.483
H: 4.879 -4.181 -4.037  0.360
H: 2.810 -5.507 -4.338  0.424
H: 0.779 -4.920 -3.104  0.386
H: 2.522 -4.123 0.206  0.386
H: 2.710 -5.812 1.986  0.405
H: 0.680 -6.740 3.048  0.345
H: -1.551 -5.884 2.376  0.539
H: -1.734 -4.166 0.632  0.886
H: -1.197 -5.682 -1.206  0.509
H: -2.984 -6.528 -2.651  0.405
H: -3.964 -5.100 -4.408  0.357
H: -3.087 -2.797 -4.743  0.478
H: -1.299 -1.947 -3.288  0.071
F: 0.252 0.381 -5.492  -0.419
C: -0.635 0.359 -4.466  0.585
C: -0.191 0.285 -3.163  -0.998
C: -1.077 0.342 -2.083  1.440
C: -2.459 0.455 -2.379  0.159
C: -2.863 0.399 -3.709  0.865
F: -4.180 0.360 -4.080  -0.437
C: -1.978 0.371 -4.771  -0.961
C: -3.380 0.799 -1.266  -0.121
C: -4.756 1.007 -1.415  -0.801
C: -5.501 1.474 -0.347  -0.536
C: -4.883 1.720 0.868  -0.888
C: -3.529 1.443 0.953  -0.414
N: -2.811 1.003 -0.067  0.619
H: 0.881 0.217 -2.998  0.274
H: -2.339 0.376 -5.790  0.455
H: -5.253 0.820 -2.351  0.558
H: -6.565 1.645 -0.469  0.398
H: -5.432 2.104 1.716  0.426
H: -2.989 1.586 1.885  0.285
Se: -2.196 4.511 -2.923  -0.015
N: -0.717 5.522 -2.739  -1.022
C: 0.049 4.894 -1.848  0.699
C: 1.271 5.372 -1.358  -0.676
C: 1.938 4.593 -0.421  -0.849
C: 1.425 3.373 -0.015  -0.394
N: 0.259 2.846 -0.446  0.038
C: -0.453 3.619 -1.325  0.275
N: -1.654 3.279 -1.749  -0.209
H: 1.662 6.322 -1.699  0.395
H: 2.876 4.929 0.002  0.416
H: 1.998 2.768 0.676  0.218
O: 3.688 1.349 1.065  -0.758
H: 2.932 0.883 1.470  0.183
H: 3.986 0.687 0.416  0.414
C: -3.481 -8.510 5.233  -1.092
C: -4.223 -7.280 4.796  0.820
O: -4.833 -7.173 3.773  -0.523
S: -4.086 -5.921 5.997  -0.275
C: -3.513 -4.609 4.922  0.109
C: -4.259 -4.169 3.836  -0.444
C: -3.709 -3.241 2.966  -0.429
C: -2.423 -2.726 3.177  0.221
C: -1.717 -3.143 4.312  -0.061
C: -2.252 -4.079 5.175  -0.610
C: -1.828 -1.833 2.240  0.241
C: -1.321 -1.053 1.444  -0.758
H: -3.800 -9.376 4.653  0.318
H: -3.625 -8.679 6.299  0.360
H: -2.417 -8.336 5.061  0.237
H: -5.248 -4.567 3.664  0.453
H: -4.266 -2.908 2.100  0.587
H: -0.732 -2.739 4.485  0.294
H: -1.693 -4.415 6.039  0.420

gap between HOMO and LUMO (spin up / spin down) = 3.8 / 6.1 eV
HOMO (spin up / spin down) = -0.566 / -2.902 eV
F_max = 1.9 eV/A
spin multiplicity = 2
E_LUMO (spin up / spin down) = 3.18 / 3.18 eV
total charge = -2

---

# 5
Molecular formula: C4H4N2S
Method: DFT, ωB97M-V/def2-TZVPD

Each line ends with the Mulliken charge.
CARTESIAN COORDINATES (ANGSTROEM)
C: -0.378 -0.374 -1.157  -0.238
C: -0.256 0.888 -1.516  -0.190
C: -0.109 -2.126 0.289  -0.508
C: 0.233 0.557 0.953  0.386
N: -0.168 -0.804 0.141  0.115
N: 0.514 0.568 2.164  -0.545
S: 0.155 1.967 -0.181  -0.153
H: -0.616 -1.215 -1.935  0.283
H: -0.402 1.415 -2.518  0.294
H: 0.229 -2.364 1.238  0.264
H: 0.799 1.488 2.522  0.292

gap between HOMO and LUMO = 8.8 eV
HOMO = -8.682 eV
F_max = 4.3 eV/A
E_LUMO = 0.16 eV

---

For reference, ΔE to the lowest compared entry with this formula, charge and spin by record: 34.2; 44.5; 43.0; 22.9; 94.2 kcal/mol.